[1]
19
Properties=species:S:1:pos:R:3:mulliken_charge:R:1 method="wB97M-V/def2-TZVPD" homo_lumo_gap_ev=10.3 total_energy_ha=-310.9754 smiles=CC(C)[C@H]1O[C@H]1C
C 1.63 0.12 1.69 -1.566
C 0.52 -0.28 0.69 0.849
C -0.63 -0.95 1.45 -1.467
C 0.04 0.90 -0.16 -0.341
O 0.90 1.23 -1.23 -0.510
C -0.44 0.95 -1.59 0.051
C -0.96 -0.22 -2.35 -1.147
H 2.02 -0.77 2.21 0.397
H 2.48 0.62 1.22 0.361
H 1.23 0.79 2.46 0.349
H 0.95 -1.01 -0.01 0.279
H -1.11 -0.24 2.14 0.358
H -0.24 -1.78 2.05 0.403
H -1.39 -1.35 0.78 0.318
H -0.75 1.59 0.12 0.337
H -0.89 1.91 -1.91 0.432
H -0.70 -1.15 -1.84 0.289
H -0.61 -0.22 -3.38 0.344
H -2.06 -0.14 -2.36 0.264

[2]
19
Properties=species:S:1:pos:R:3:mulliken_charge:R:1 method="wB97M-V/def2-TZVPD" homo_lumo_gap_ev=10.6 total_energy_ha=-310.9666 smiles="C=C[C@H](C=O)CC.[H][H]"
C 1.84 -1.56 0.94 -0.498
C 0.99 -1.10 0.03 -0.876
C -0.06 -0.05 0.31 0.597
C -0.67 0.65 -0.93 -0.448
C -1.68 1.74 -0.54 -1.182
C -1.15 -0.84 1.00 -0.167
O -1.75 -0.50 2.00 -0.473
H 2.56 0.13 -0.50 0.012
H 1.91 -1.10 1.93 0.260
H 2.54 -2.36 0.72 0.291
H 2.38 0.59 -1.07 0.050
H 0.98 -1.54 -0.97 0.347
H 0.31 0.71 1.01 0.179
H -1.15 -0.09 -1.57 0.324
H 0.13 1.10 -1.53 0.250
H -2.14 2.18 -1.43 0.362
H -1.20 2.55 0.02 0.307
H -2.48 1.34 0.09 0.314
H -1.36 -1.82 0.51 0.354

[3]
19
Properties=species:S:1:pos:R:3:mulliken_charge:R:1 method="wB97M-V/def2-TZVPD" homo_lumo_gap_ev=9.6 total_energy_ha=-310.9845 smiles="C=CC(=C)CC.O"
C 1.48 -2.17 -1.24 -0.943
C 0.90 -0.82 -1.73 -0.767
C 0.32 -0.09 -0.53 0.644
C 1.07 0.88 0.03 -0.937
C -1.19 -0.73 1.26 -0.775
C -0.96 -0.55 -0.05 -0.337
H 1.34 -2.92 -2.04 0.277
H 1.03 -2.50 -0.30 0.295
H 2.56 -2.21 -1.13 0.289
H 0.23 -0.87 -2.59 0.399
H 1.74 -0.23 -2.11 0.345
H 0.74 1.50 0.86 0.356
H 2.10 0.98 -0.28 0.266
H -2.17 -1.04 1.61 0.281
H -0.39 -0.72 1.98 0.291
H -1.63 -1.05 -0.75 0.317
H -1.70 4.54 2.19 0.321
H -3.02 4.02 2.78 0.314
O -2.47 3.97 2.01 -0.636

[4]
19
Properties=species:S:1:pos:R:3:mulliken_charge:R:1 method="wB97M-V/def2-TZVPD" homo_lumo_gap_ev=9.8 total_energy_ha=-310.9792 smiles="C=COC.C=CC"
C 2.08 -0.66 -0.57 -0.878
O 1.43 -0.42 0.66 -0.310
C 1.15 0.87 0.94 0.081
C 1.36 1.95 0.18 -0.774
C -2.00 0.78 -0.07 -0.787
C -1.98 -0.43 0.47 0.145
C -1.59 -1.69 -0.25 -0.966
H 3.06 -0.15 -0.60 0.401
H 1.47 -0.30 -1.41 0.337
H 2.22 -1.74 -0.64 0.224
H 0.68 0.94 1.92 0.393
H 1.06 2.92 0.56 0.263
H 1.81 1.91 -0.81 0.267
H -1.73 0.94 -1.11 0.221
H -2.28 1.66 0.50 0.279
H -2.25 -0.55 1.52 0.308
H -2.42 -2.40 -0.28 0.355
H -1.29 -1.48 -1.28 0.253
H -0.75 -2.18 0.26 0.187

[5]
19
Properties=species:S:1:pos:R:3:mulliken_charge:R:1 method="wB97M-V/def2-TZVPD" homo_lumo_gap_ev=9.2 total_energy_ha=-310.9773 smiles="C/C=C(/C)O.C=C"
C 1.89 -0.82 -0.47 -1.188
C 0.54 -0.75 0.15 0.775
O 0.44 -0.21 1.40 -0.548
C 0.20 2.11 -0.43 -0.605
C -0.63 2.34 0.58 -0.439
C -1.90 -1.48 0.05 -1.188
C -0.51 -1.34 -0.43 -0.379
H 2.36 0.17 -0.55 0.277
H 1.82 -1.23 -1.48 0.321
H 2.51 -1.46 0.16 0.337
H 1.06 0.53 1.46 0.393
H 1.24 2.44 -0.38 0.271
H -0.09 1.57 -1.33 0.273
H -0.27 2.74 1.52 0.260
H -1.70 2.15 0.51 0.229
H -2.55 -1.42 -0.83 0.290
H -2.30 -0.82 0.82 0.313
H -0.29 -2.05 -1.22 0.309
H -1.83 -2.49 0.48 0.298

[6]
19
Properties=species:S:1:pos:R:3:mulliken_charge:R:1 method="wB97M-V/def2-TZVPD" homo_lumo_gap_ev=10.3 total_energy_ha=-311.0127 smiles="C=C(C)CC=O.C"
C 2.27 2.06 0.00 -0.987
C 0.87 -1.18 0.00 -0.874
C -0.45 -1.14 0.14 0.873
C -1.36 -2.21 -0.40 -1.221
C -1.12 0.04 0.81 -0.746
C -1.55 1.03 -0.25 0.132
O -1.11 2.15 -0.35 -0.480
H 2.73 3.05 0.03 0.328
H 2.57 1.54 -0.92 0.265
H 2.63 1.49 0.86 0.262
H 1.52 -0.41 0.40 0.129
H 1.37 -1.99 -0.53 0.273
H -0.83 -2.88 -1.08 0.367
H -1.78 -2.82 0.40 0.274
H -2.20 -1.78 -0.95 0.284
H -0.46 0.55 1.51 0.359
H -2.02 -0.29 1.34 0.340
H -2.30 0.66 -0.98 0.275
H 1.18 2.17 0.03 0.148